(1)
Formula: C43H52N4Ti
Source: the OMol25 dataset
Level of theory: ωB97M-V/def2-TZVPD

Structure (XYZ):
```
100
Properties=species:S:1:pos:R:3:lowdin_spin:R:1
Ti -0.2319 -1.4583 -1.0651 0.88
C 3.4640 -0.2195 -6.1381 0.00
C 3.6486 0.2070 -4.6813 0.00
C 2.3449 0.1434 -3.9658 0.01
C 1.3464 1.0863 -3.9866 0.01
C 1.3495 2.3844 -4.7147 0.00
C 1.7196 3.5568 -3.8059 0.00
C 0.2756 0.5628 -3.1992 0.02
N 0.6266 -0.6512 -2.6588 0.00
C 1.8665 -0.9407 -3.1704 0.02
C 2.4536 -2.1971 -3.0503 -0.01
C 1.9995 -3.1646 -2.1794 0.02
C 2.5640 -4.4837 -2.0424 -0.01
C 3.3694 -5.1659 -3.0931 0.00
C 2.5011 -5.5129 -4.3048 0.00
C 2.1254 -4.9803 -0.8474 0.01
C 1.1976 -4.0074 -0.3140 -0.01
C 0.4529 -4.1225 0.8478 0.01
C -0.7284 -3.4136 1.0708 -0.01
N -1.3181 -2.6398 0.0979 0.02
C -2.6119 -2.4473 0.5029 0.00
C -3.5605 -1.8246 -0.3096 0.01
C -3.2297 -1.0511 -1.4021 0.00
N -1.9442 -0.6309 -1.6817 0.00
C -2.0793 0.3684 -2.6136 0.02
C -1.0267 1.0448 -3.1953 -0.01
C -3.4655 0.5512 -2.9671 0.00
C -4.1722 -0.3743 -2.2596 0.01
C -5.6254 -0.6806 -2.3618 0.00
C -6.4611 0.1501 -1.3903 0.00
C -3.9670 1.4746 -4.0239 0.00
C -3.7055 0.8850 -5.4143 0.00
C -2.8209 -3.0040 1.8042 -0.01
C -1.6271 -3.5869 2.1767 0.00
C -1.2760 -4.2616 3.4645 0.00
C -1.7262 -5.7241 3.5128 0.00
C -4.1155 -2.9480 2.5473 0.00
C -5.0206 -4.1240 2.1695 0.00
N 1.1085 -2.9209 -1.1569 0.01
C 2.5578 -6.2812 -0.2592 0.00
C 4.0404 -6.2335 0.1235 0.00
H 4.4120 -0.1898 -6.6659 0.00
H 2.7660 0.4449 -6.6392 0.00
H 3.0554 -1.2246 -6.1944 0.00
H 4.0212 1.2312 -4.6529 0.00
H 4.3876 -0.4299 -4.1939 0.00
H 0.3680 2.5644 -5.1553 0.00
H 2.0754 2.3269 -5.5245 0.00
H 0.9913 3.6835 -3.0081 0.00
H 1.7600 4.4713 -4.3910 0.00
H 2.6971 3.3951 -3.3590 0.00
H 3.2992 -2.4257 -3.6783 0.00
H 3.7746 -6.0948 -2.6974 0.00
H 4.1984 -4.5241 -3.3982 0.00
H 1.6617 -6.1339 -3.9993 0.00
H 3.0850 -6.0664 -5.0388 0.00
H 2.1037 -4.6182 -4.7771 0.00
H 0.7086 -4.8880 1.5626 0.00
H -4.6017 -1.9203 -0.0464 0.00
H -1.2458 1.9133 -3.7947 0.00
H -5.7903 -1.7411 -2.1724 0.00
H -5.9476 -0.4660 -3.3809 0.00
H -7.5136 -0.0923 -1.5024 0.00
H -6.3250 1.2076 -1.5934 0.00
H -6.1710 -0.0382 -0.3603 0.00
H -3.4718 2.4432 -3.9355 0.00
H -5.0384 1.6346 -3.8915 0.00
H -2.6451 0.6935 -5.5638 0.00
H -4.0466 1.5678 -6.1881 0.00
H -4.2318 -0.0598 -5.5273 0.00
H -1.7554 -3.7218 4.2836 0.00
H -0.1950 -4.2095 3.6159 0.00
H -2.8089 -5.7848 3.5380 0.00
H -1.3494 -6.2070 4.4107 0.00
H -1.3655 -6.2658 2.6432 0.00
H -4.6292 -2.0069 2.3323 0.00
H -3.9189 -2.9777 3.6190 0.00
H -5.1861 -4.1485 1.0952 0.00
H -5.9805 -4.0403 2.6717 0.00
H -4.5563 -5.0630 2.4577 0.00
H 2.4145 -7.0673 -1.0065 0.00
H 1.9721 -6.5362 0.6232 0.00
H 4.6587 -5.9555 -0.7267 0.00
H 4.3576 -7.2150 0.4658 0.00
H 4.2047 -5.5071 0.9161 0.00
C -2.3623 1.0499 1.6188 0.00
C -1.0169 0.8068 1.0083 0.00
C -0.4605 1.7099 0.1028 0.01
C 0.8095 1.5009 -0.4208 0.00
C 1.5576 0.3889 -0.0485 0.00
C 1.0216 -0.5326 0.8645 0.01
C -0.2657 -0.3109 1.3859 0.00
H -2.6005 2.1096 1.6181 0.00
H -2.4023 0.6790 2.6407 0.00
H -3.1265 0.5254 1.0441 0.00
H -1.0037 2.6072 -0.1535 0.00
H 1.2433 2.2357 -1.0827 0.00
H 2.5845 0.2816 -0.3887 0.00
H 1.6551 -1.3105 1.2972 0.00
H -0.6333 -0.9492 2.1872 0.00
```

Results
**HOMO (spin up / spin down)**: -9.44 / -9.44 eV
**Kohn-Sham gap (spin up / spin down)**: 5.55 / 5.50 eV
**2S+1**: 2
**E**: -74509.4720 eV
**LUMO (spin up / spin down)**: -3.887 / -3.936 eV
**Total charge**: +1

---

(2)
Formula: C3H5NO2
Source: the OMol25 dataset
Level of theory: ωB97M-V/def2-TZVPD

Structure (XYZ):
```
11
Properties=species:S:1:pos:R:3:nbo_charge:R:1
N -1.0016 -0.1208 0.2184 -0.59
C -0.9443 0.8979 -0.5925 0.50
O 0.1829 1.1732 -1.1475 -0.48
C 1.1520 -0.1204 -0.4944 -0.08
C 0.4378 -0.4470 0.7982 0.26
O 0.6320 0.0820 1.9204 -0.76
H -1.7683 -0.1944 0.8700 0.42
H -1.8437 1.4885 -0.7976 0.20
H 2.2251 0.0723 -0.3510 0.23
H 0.9313 -0.8336 -1.2883 0.20
H 0.6158 -1.5620 0.6463 0.10
```

Results
**Energy above the lowest of the compared OMol25 structures with the same formula, charge and spin**: 326.17 kJ/mol
**HOMO**: -8.23 eV
**Kohn-Sham gap**: 8.88 eV
**E**: -8774.3142 eV
**LUMO**: 0.654 eV
**Total charge**: 0

---

(3)
Formula: C16H9Cl2CoN2O5
Source: the OMol25 dataset
Level of theory: ωB97M-V/def2-TZVPD

Structure (XYZ):
```
35
Properties=species:S:1:pos:R:3:nbo_charge:R:1
Co 0.0299 -0.5177 -1.3232 1.27
O -3.4709 1.6172 -1.6667 -0.63
C -2.2845 1.0559 -1.6387 0.79
O -2.0691 -0.1389 -1.5733 -0.58
C -1.1429 2.0338 -1.6810 0.09
C -1.2112 3.4102 -1.8083 -0.16
C -0.0113 4.1075 -1.8621 -0.13
C 1.2028 3.4326 -1.7989 -0.18
C 1.1804 2.0532 -1.6728 0.08
N 0.0232 1.3997 -1.6017 -0.43
C 2.3367 1.0747 -1.6177 0.79
O 3.5752 1.5118 -1.6491 -0.60
O 2.0958 -0.1113 -1.5368 -0.56
H -4.1634 0.9348 -1.6381 0.53
H -2.1641 3.9149 -1.8716 0.27
H -0.0182 5.1840 -1.9634 0.25
H 2.1273 3.9914 -1.8570 0.24
H 3.6461 2.4724 -1.7118 0.50
Cl 0.0734 -5.3348 -0.9089 0.05
C 0.0520 -4.1443 0.3360 -0.12
C 0.0508 -4.5630 1.6798 -0.19
C 0.0333 -3.6552 2.7002 -0.08
Cl 0.0330 -4.2021 4.3447 0.03
C 0.0158 -2.2673 2.4234 -0.03
C -0.0018 -1.2429 3.3920 -0.11
C -0.0179 0.0686 2.9990 -0.27
C -0.0156 0.3678 1.6284 0.06
N 0.0013 -0.5593 0.6988 -0.51
C 0.0175 -1.8751 1.0702 0.07
C 0.0368 -2.8061 -0.0050 0.36
O 0.0371 -2.3512 -1.2371 -0.73
H 0.0644 -5.6226 1.8921 0.25
H -0.0023 -1.5106 4.4397 0.25
H -0.0314 0.8709 3.7218 0.24
H -0.0282 1.4010 1.2967 0.19
```

Results
**HOMO (spin up / spin down)**: -10.19 / -10.17 eV
**Kohn-Sham gap (spin up / spin down)**: 5.44 / 5.39 eV
**2S+1**: 2
**E**: -92623.5708 eV
**LUMO (spin up / spin down)**: -4.746 / -4.780 eV
**Total charge**: +1